(1)
18
Properties=species:S:1:pos:R:3 method="wB97M-V/def2-TZVPD" orbital_gap_ev=9.81 e_homo_ev=-9.2 e_tot_ha=-347.747139 e_above_lowest_kcal_mol=135.6
C -0.1876 -0.3796 1.3306
C -0.0567 -0.0352 -0.1789
C -1.2731 -0.4322 -0.9143
C -2.3599 -0.8364 -0.0982
C 1.3288 -0.5059 -0.6396
C 2.3953 -1.0993 0.0159
C 0.0785 1.3148 -0.4309
H 0.7150 -0.5235 1.9682
H -0.8505 0.1846 2.0428
H -0.9716 -1.4269 1.6894
H -1.5147 -0.0399 -1.8435
H -3.2279 -1.2805 -0.5385
H -2.2521 -1.1198 0.9186
H 1.7657 0.0798 -1.6524
H 3.4087 -1.2824 -0.4977
H 2.1076 -1.0588 1.0398
H 0.2723 1.6352 -1.5251
O 0.1244 2.0844 0.4863



(2)
19
Properties=species:S:1:pos:R:3 method="wB97M-V/def2-TZVPD" orbital_gap_ev=7.64 e_homo_ev=-7.9 e_tot_ha=-1892.259440 e_above_lowest_kcal_mol=31.1
C -2.9024 0.6387 0.1250
C -2.5773 -0.5021 0.8071
C -1.9668 1.2551 -0.7462
C -1.4670 -1.2491 0.3778
C -0.7292 0.6579 -0.8841
C -0.4855 -0.6934 -0.4377
C 0.6844 -1.3547 -0.7649
O 0.9149 -2.4388 -1.1748
Si 2.8603 0.0258 -0.1047
S 4.3939 -1.2971 0.3986
S 2.3826 1.4982 1.4483
Cl 3.5863 1.0370 -1.7001
H -3.7400 1.2698 0.3927
H -3.2803 -0.8560 1.5208
H -2.0977 2.2193 -1.2302
H -1.2295 -2.2422 0.7748
H -0.1153 1.2753 -1.3908
H 4.4684 -1.3561 1.7519
H 1.2999 2.1122 0.8365